No. 1
C32H28CdN10O2Se | the ωB97M-V functional and the def2-TZVPD basis

Structure (XYZ):
```
74
Properties=species:S:1:pos:R:3:lowdin_charge:R:1
Cd -0.6316 0.1662 0.4486 1.408
O 1.9554 1.6149 2.4690 -0.080
C 1.5463 2.7667 2.1959 -0.436
C 2.4412 3.7447 1.6103 -0.045
C 2.0498 5.0337 1.3031 -0.121
C 0.7776 5.4843 1.6727 -0.139
C -0.1073 4.5967 2.2725 -0.083
C 0.2198 3.2558 2.4816 -0.155
C -0.8989 2.4116 2.8822 -0.153
N -1.1955 1.2310 2.5381 -0.041
C -2.3904 0.6054 3.0960 -0.241
C -2.2710 -0.9169 3.1286 -0.233
N -2.0215 -1.3512 1.7725 -0.052
C -2.2081 -2.5611 1.4027 -0.124
C -1.9784 -3.1359 0.0977 -0.167
C -2.0213 -4.5396 -0.0574 -0.081
C -1.8923 -5.1967 -1.2525 -0.120
C -1.7335 -4.4094 -2.4144 -0.105
C -1.6427 -3.0504 -2.3209 -0.041
C -1.7928 -2.3426 -1.0661 -0.396
O -1.7263 -1.0519 -1.0260 -0.226
H 3.4420 3.3641 1.3974 0.094
H 2.7443 5.6793 0.7686 0.093
H 0.4623 6.5014 1.4512 0.084
H -1.1101 4.9324 2.5571 0.104
H -1.6375 2.9165 3.4781 0.109
H -3.2106 0.8511 2.4045 0.090
H -2.6246 1.0265 4.0858 0.116
H -3.2022 -1.3526 3.5583 0.123
H -1.4500 -1.2644 3.7588 0.107
H -2.5438 -3.2771 2.1613 0.123
H -2.1642 -5.1588 0.8362 0.106
H -1.9488 -6.2790 -1.2736 0.090
H -1.6228 -4.8853 -3.3779 0.095
H -1.3601 -2.4330 -3.1907 0.110
N 3.3602 -0.9642 1.7935 0.127
C 2.8367 -1.8405 2.7151 -0.080
C 1.5076 -1.8996 2.4601 -0.125
N 1.1743 -1.0371 1.4290 0.061
C 2.3219 -0.4973 1.0794 -0.349
C 2.4026 0.4607 -0.0084 -0.324
N 1.3462 1.0174 -0.5613 0.066
C 1.8288 1.7897 -1.5947 -0.134
C 3.1756 1.6978 -1.6495 -0.081
N 3.5179 0.8344 -0.6411 0.134
H 4.2244 -0.4693 1.8823 0.155
H 3.4790 -2.3379 3.4380 0.117
H 0.7960 -2.5445 2.9596 0.102
H 1.2224 2.4206 -2.2116 0.099
H 3.9214 2.1501 -2.2615 0.110
H 4.4539 0.5285 -0.4120 0.165
Se -4.7628 3.8119 0.7807 1.117
N -4.8627 4.0269 -0.9955 -0.227
C -3.8574 3.3133 -1.4803 -0.387
C -3.6066 3.1625 -2.8864 -0.008
C -2.5832 2.3736 -3.2295 -0.030
C -1.7902 1.7342 -2.1978 -0.131
N -1.9224 1.8727 -0.9185 0.067
C -2.9904 2.6486 -0.5123 -0.442
N -3.2791 2.8058 0.7565 -0.204
H -4.2338 3.6927 -3.6037 0.126
H -2.3732 2.2481 -4.2795 0.107
H -1.0056 1.0231 -2.4199 0.088
C 3.1929 -3.8804 -3.1428 -0.080
C 2.7170 -4.3090 -1.9108 -0.064
C 1.9099 -3.4646 -1.1856 -0.149
N 1.5862 -2.2449 -1.5817 0.078
C 1.9999 -1.8706 -2.7817 -0.160
C 2.8207 -2.6355 -3.5874 -0.080
H 3.8353 -4.5030 -3.7390 0.101
H 3.0181 -5.2632 -1.5026 0.103
H 1.5376 -3.7521 -0.2079 0.107
H 1.7191 -0.8420 -3.0737 0.106
H 3.1094 -2.2337 -4.5669 0.109
```

Its relative energy (zero: lowest compared OMol25 entry of this formula, charge and spin) is 0.00 kcal per mole. For the LUMO energy, the calculation gives -1.151 eV. The HOMO-LUMO gap is 5.0 eV. For the calculated total energy, the calculation gives -4503.42954 Eh. The molar mass is 776.0 g/mol.



No. 2
C32H28F19O13PS | the ωB97M-V functional and the def2-TZVPD basis

Structure (XYZ):
```
94
Properties=species:S:1:pos:R:3:lowdin_charge:R:1
C -0.5616 -1.1956 4.6810 0.198
C -0.5972 -1.3356 3.4891 -0.090
C -0.6635 -1.7491 2.1302 -0.170
C -1.7748 -2.2302 1.5442 -0.209
P -3.3408 -2.3880 2.4968 0.907
C -4.6203 -2.8141 1.2744 -0.279
O -3.7606 -0.8258 2.8718 -0.304
C -1.7158 -2.6150 0.0954 -0.325
O -2.2902 -3.5669 -0.3658 0.125
C -0.8480 -1.7045 -0.7367 -0.070
C -1.1827 -1.3482 -2.0266 0.028
C -0.3511 -0.4590 -2.7010 -0.045
C 0.7678 0.0701 -2.0989 -0.033
C 1.1229 -0.2961 -0.7966 -0.174
S 2.5851 0.5869 -0.2917 0.787
O 3.6291 0.3487 -1.2521 -0.253
O 2.1961 1.9682 -0.1976 -0.250
C 3.2981 0.2062 1.3837 -0.440
F 4.0127 1.3238 1.6094 0.119
F 2.3493 0.2133 2.3257 0.130
C 4.3132 -0.9971 1.5492 -0.344
F 3.9842 -1.6844 2.6481 0.156
F 5.5375 -0.4906 1.7900 0.149
C 4.5233 -2.0079 0.3616 -0.552
F 5.4757 -1.5498 -0.4469 0.158
F 4.9982 -3.1409 0.9052 0.167
F 3.4434 -2.3225 -0.3258 0.187
C 0.3081 -1.2028 -0.1301 -0.051
C 0.5722 -1.7033 1.2564 -0.263
O 1.6158 -2.1517 1.6489 0.156
H -0.5235 -1.0238 5.7322 0.034
H -4.7007 -2.1333 0.4244 0.048
H -4.4763 -3.8366 0.9325 0.039
H -5.5679 -2.7773 1.8155 0.039
H -2.9775 -0.2659 2.9410 0.041
H -2.0745 -1.7426 -2.4948 0.134
H -0.5962 -0.1607 -3.7100 0.112
H 1.3662 0.7824 -2.6519 0.128
C -4.5095 1.1063 9.1553 -0.059
C -3.4615 2.1888 9.2951 -0.190
O -2.1502 1.6360 9.5380 0.038
C -1.5336 1.1161 8.4911 -0.402
O -1.9428 1.0648 7.3680 0.161
C -0.1491 0.5910 8.9107 -0.545
F -0.2274 -0.1765 10.0013 0.172
F 0.6760 1.6082 9.1812 0.174
F 0.3928 -0.1339 7.9311 0.158
H -4.5102 0.4624 10.0354 0.085
H -5.4964 1.5534 9.0433 0.084
H -4.3173 0.4778 8.2870 0.076
H -3.6733 2.8107 10.1618 0.125
H -3.4279 2.8380 8.4208 0.127
C -2.2875 6.1126 -2.9915 -0.058
C -2.0717 5.2934 -4.2449 -0.186
O -2.1112 3.8752 -3.9697 0.036
C -3.3088 3.3482 -3.7830 -0.406
O -4.3635 3.9079 -3.8293 0.173
C -3.1681 1.8392 -3.5226 -0.537
F -2.2413 1.5818 -2.5921 0.163
F -2.8052 1.2023 -4.6505 0.151
F -4.3168 1.3094 -3.1146 0.175
H -1.5583 5.8385 -2.2284 0.086
H -2.1827 7.1732 -3.2160 0.085
H -3.2797 5.9465 -2.5747 0.077
H -1.0798 5.4769 -4.6508 0.126
H -2.7979 5.5348 -5.0204 0.128
C 8.5032 -1.5483 -0.2357 -0.052
C 8.3861 -2.4912 0.9407 -0.189
O 9.5829 -3.2803 1.1154 0.038
C 10.6166 -2.6614 1.6628 -0.404
O 10.6613 -1.5271 2.0372 0.172
C 11.7953 -3.6429 1.7944 -0.549
F 12.0168 -4.2928 0.6457 0.165
F 11.5348 -4.5539 2.7423 0.166
F 12.9091 -3.0007 2.1299 0.173
H 8.7495 -2.1034 -1.1425 0.090
H 7.5799 -1.0095 -0.3929 0.059
H 9.2961 -0.8184 -0.0754 0.081
H 7.5918 -3.2121 0.7704 0.114
H 8.1585 -1.9615 1.8657 0.127
C -6.7942 1.2886 -6.7006 -0.052
C -5.3210 1.0352 -6.9363 -0.196
O -5.1055 0.0269 -7.9439 0.037
C -5.2843 0.4101 -9.1998 -0.402
O -5.5918 1.5004 -9.5797 0.173
C -4.9970 -0.7695 -10.1461 -0.550
F -5.6401 -1.8742 -9.7518 0.167
F -3.6838 -1.0368 -10.1626 0.166
F -5.3801 -0.4833 -11.3849 0.176
H -7.3021 0.3584 -6.4435 0.086
H -6.9260 2.0020 -5.8875 0.083
H -7.2748 1.6897 -7.5916 0.077
H -4.8624 0.6447 -6.0319 0.107
H -4.7912 1.9480 -7.2097 0.128
```

As for the SMILES: C#CC1=C(P(C)O)C(=O)c2cccc(S(=O)(=O)C(F)(F)C(F)(F)C(F)(F)F)c2C1=O.CCOC(=O)C(F)(F)F.CCOC(=O)C(F)(F)F.CCOC(=O)C(F)(F)F.CCOC(=O)C(F)(F)F. Its relative energy (zero: lowest compared OMol25 entry of this formula, charge and spin) is 0.00 kcal per mole. For the LUMO energy, the calculation gives -1.587 eV. The HOMO-LUMO gap is 7.1 eV. For the calculated total energy, the calculation gives -4851.26202 Eh. The molar mass is 1044.6 g/mol.



Question: Look up the molar mass of the second one.
Answer: 1044.6 g/mol